Density functional theory data (ωB97M-V/def2-TZVPD) for a molecular structure, C6H3N5O5Pr at a distorted geometry.

The geometry in XYZ format:
```
20
Properties=species:S:1:pos:R:3:lowdin_charge:R:1
O -2.76 -1.35 3.17 0.192
C -2.45 -1.00 2.13 0.070
Pr -1.22 -0.01 -0.47 1.179
O -4.96 -0.40 -1.38 0.235
C -3.85 -0.29 -1.08 0.021
C -1.14 0.63 -2.93 0.033
O -1.07 0.93 -4.04 0.255
C -1.42 -2.58 -1.16 0.041
O -1.45 -3.69 -1.48 0.235
C -2.08 2.42 0.18 0.042
O -2.36 3.50 0.46 0.236
N 3.63 0.78 2.13 0.222
N 2.85 0.46 1.03 -0.184
N 3.33 -0.34 0.05 0.214
C 2.22 -0.65 -0.60 -0.117
N 1.10 -0.12 -0.04 -0.212
N 1.53 0.55 1.08 0.107
H 3.26 1.61 2.57 0.137
H 4.60 0.85 1.85 0.146
H 2.25 -1.28 -1.48 0.146
```

Its spin multiplicity is 3. The expectation value of S² is 2.00. The largest force on an atom is 6.75 eV/A. For the gap between HOMO and LUMO (spin up / spin down), the calculation gives 6.28 / 6.73 eV. The energy above the lowest of the compared OMol25 structures with the same formula, charge and spin comes out at 4.7 kJ/mol. Its total charge is +3. The calculation puts the total energy at -1396.22858 Ha.